# 1
A molecular structure, C30H50Cl3CuN4O4Si, computed with ωB97M-V/def2-TZVPD.

Last column: Löwdin charge in e.
Atoms and positions in Å:
C (-2.1639, -2.3709, -4.5097)  -0.043
C (-1.3419, -2.8011, -3.3080)  -0.220
H (-1.4924, -2.0205, -5.3246)  0.082
H (-2.8822, -1.5464, -4.2877)  0.092
H (-2.7558, -3.2369, -4.8745)  0.070
C (-0.9287, -4.0534, -3.1517)  -0.108
C (-1.4752, -5.2090, -3.9323)  -0.107
H (-0.2087, -4.3374, -2.3715)  0.102
H (-1.3216, -5.0035, -4.9996)  0.071
H (-2.5397, -5.3760, -3.7587)  0.079
H (-0.9378, -6.1308, -3.7220)  0.062
Cu (-0.7664, 2.5419, 0.6472)  -0.286
Cl (-2.9623, 2.9787, 1.1844)  0.055
Cl (0.8069, 4.0747, 0.5759)  0.056
H (0.4066, 5.2089, 4.6488)  0.080
H (-2.1291, 6.5475, 2.4972)  0.079
C (0.3102, 5.3837, 3.5715)  -0.098
C (-1.6239, 5.6779, 2.0579)  -0.155
N (-0.9604, 4.8953, 3.0865)  -0.220
H (1.1464, 4.9135, 3.0437)  0.033
C (-1.5384, 3.8357, 3.7092)  -0.424
O (-1.0285, 3.1187, 4.5429)  -0.021
H (-2.3494, 4.9945, 1.5572)  -0.039
H (-2.5741, 3.6918, 3.3566)  0.052
H (0.3576, 6.4569, 3.3693)  0.081
H (-0.8920, 5.9852, 1.3004)  0.041
H (2.7320, -0.5934, -3.9986)  0.067
H (2.4587, -3.5905, -3.3806)  0.086
C (3.6852, -0.9559, -3.5914)  -0.043
C (3.4209, -3.3154, -2.9221)  -0.063
N (3.4350, -1.9118, -2.5275)  -0.187
H (4.2467, -0.0939, -3.2139)  0.097
C (3.5030, -1.5285, -1.2202)  -0.324
O (3.5978, -0.3631, -0.8236)  -0.007
H (3.5940, -3.9618, -2.0529)  0.089
H (3.4689, -2.3901, -0.5243)  0.123
H (4.2223, -1.4620, -4.3991)  0.082
H (4.1936, -3.4773, -3.6847)  0.082
O (0.0519, -0.8799, -2.9059)  -0.182
C (-1.0006, -1.6747, -2.3269)  -0.313
C (0.5971, -2.8102, -0.8111)  -0.068
C (-0.6670, -2.2663, -0.9801)  -0.220
H (1.2857, -2.6974, -1.6640)  0.087
C (0.8817, -3.5779, 0.3307)  -0.086
H (-1.8956, -1.0523, -2.2142)  0.107
C (-1.6421, -2.3770, 0.0108)  -0.036
H (1.8819, -4.0003, 0.4876)  0.091
C (-0.1237, -3.7737, 1.2890)  -0.102
C (-1.3631, -3.1516, 1.1262)  -0.084
H (-2.5938, -1.8675, -0.1230)  0.112
H (0.0550, -4.3668, 2.1937)  0.103
H (-2.0899, -3.2420, 1.9258)  0.081
Si (0.1113, 0.6503, -3.5362)  0.459
Cl (-1.4173, 0.8930, -0.4688)  0.269
C (1.5917, 1.5577, -2.7840)  -0.161
C (-0.9907, 2.2717, -3.1297)  -0.255
C (-0.4845, 0.6543, -5.2809)  -0.194
H (2.1909, 1.0440, -2.0215)  0.016
H (1.2567, 2.4695, -2.2878)  0.001
H (2.2267, 1.8540, -3.6452)  0.034
H (0.1028, -0.0509, -5.8736)  0.018
H (-0.3248, 1.6687, -5.6702)  0.031
H (-1.5461, 0.3809, -5.3815)  0.039
H (-2.0425, 2.1079, -2.9127)  0.001
H (-0.9166, 2.8664, -4.0480)  0.011
H (-0.5752, 2.9603, -2.3981)  -0.018
C (-3.5840, -1.1399, 6.3861)  -0.074
C (-2.2290, -1.8203, 6.3840)  -0.212
N (-1.2165, -1.1858, 5.5048)  -0.044
C (-0.5072, -0.0004, 5.9867)  -0.198
C (-0.2304, -0.0379, 7.4882)  -0.092
C (-1.3186, -1.4395, 4.1668)  -0.373
O (-2.1836, -2.2457, 3.7560)  0.019
C (-0.3448, -0.7174, 3.2782)  -0.130
C (0.9660, -1.1759, 3.0971)  -0.017
C (1.8254, -0.4329, 2.3000)  -0.032
C (1.3789, 0.7800, 1.7653)  -0.108
N (0.1283, 1.2019, 1.9518)  -0.049
C (-0.7375, 0.4727, 2.6735)  -0.080
H (-3.4980, -0.1001, 6.7319)  0.076
H (-4.2533, -1.6838, 7.0644)  0.073
H (-4.0241, -1.1736, 5.3809)  0.077
H (-1.8001, -1.8240, 7.3895)  0.093
H (-2.3459, -2.8558, 6.0395)  0.117
H (0.4597, 0.0416, 5.4592)  0.121
H (-1.0467, 0.9276, 5.7089)  0.114
H (0.2721, -0.9728, 7.7665)  0.079
H (0.4474, 0.7893, 7.7251)  0.077
H (-1.1365, 0.0965, 8.0903)  0.069
H (1.2802, -2.1044, 3.5769)  0.125
H (2.8305, -0.7556, 2.0442)  0.102
H (2.0310, 1.4185, 1.1654)  0.100
H (-1.7605, 0.8474, 2.7115)  0.110

Summary:
total charge	-1
HOMO level (spin up / spin down)	-5.43 / -5.46	eV
frontier orbital gap (spin up / spin down)	0.2828 / 0.2761	Ha
lowest unoccupied orbital energy (spin up / spin down)	0.0832 / 0.0756	Eh
spin multiplicity	2



# 2
10 unconnected molecules or ions with the total composition C30H50F6O30S4, computed with ωB97M-V/def2-TZVPD.

Last column: Löwdin charge in e.
Atoms and positions in Å:
O (-2.2257, -1.0000, 5.4668)  0.194
C (-1.5817, -1.9205, 5.1071)  -0.528
O (-1.7737, -3.2171, 5.4643)  0.088
C (-0.5794, -3.9122, 5.1418)  -0.063
C (-0.0813, -3.1242, 3.9457)  -0.295
F (-0.7656, -3.5279, 2.8200)  0.060
O (-0.5153, -1.8240, 4.2464)  0.106
H (0.1222, -3.9312, 5.9777)  0.144
H (-0.7180, -4.9555, 4.8570)  0.141
H (0.9858, -3.1401, 3.7640)  0.150
O (2.1127, -1.4097, 2.7251)  0.150
C (1.7116, -0.7478, 1.8182)  -0.533
O (0.4204, -0.4107, 1.6765)  0.067
C (0.2451, 0.1458, 0.3786)  -0.079
C (1.6359, 0.5213, -0.0447)  -0.280
F (1.8526, 1.8704, 0.1094)  0.052
O (2.4779, -0.1883, 0.8354)  0.138
H (-0.1813, -0.5282, -0.3629)  0.114
H (-0.4069, 1.0075, 0.4829)  0.106
H (1.8232, 0.2333, -1.0765)  0.139
O (0.0593, -2.9337, -0.1375)  0.187
C (-0.0235, -4.1114, -0.1543)  -0.541
O (-1.1946, -4.7918, -0.2688)  0.062
C (-0.9141, -6.1936, -0.3803)  -0.031
C (0.5311, -6.2661, 0.1097)  -0.311
F (1.2430, -7.2098, -0.5207)  0.106
O (1.0323, -4.9701, -0.1881)  0.124
H (-1.5594, -6.7766, 0.2675)  0.140
H (-0.9649, -6.4908, -1.4266)  0.147
H (0.5897, -6.4215, 1.1899)  0.174
O (4.5420, -6.4438, -0.6193)  0.182
C (4.3546, -5.3271, -0.2811)  -0.552
O (4.3462, -4.8938, 1.0095)  0.077
C (3.6998, -3.6203, 1.0351)  -0.066
C (3.9591, -3.0949, -0.3573)  -0.268
F (5.1786, -2.4421, -0.3598)  0.046
O (4.1711, -4.2696, -1.1165)  0.137
H (2.6372, -3.6718, 1.2580)  0.114
H (4.2310, -3.0129, 1.7621)  0.142
H (3.2343, -2.4722, -0.8685)  0.141
O (0.5003, 8.1056, -2.3367)  0.201
C (0.5718, 6.9907, -1.9674)  -0.537
O (-0.4275, 6.2889, -1.3794)  0.075
C (-0.0202, 4.9153, -1.3168)  -0.045
C (1.4892, 5.0797, -1.2691)  -0.313
F (2.0824, 3.9928, -1.8512)  0.055
O (1.6997, 6.2055, -2.0696)  0.139
H (-0.4276, 4.3945, -0.4534)  0.132
H (-0.3025, 4.4146, -2.2440)  0.134
H (1.9065, 5.1732, -0.2690)  0.159
O (-0.0080, 0.4823, -2.9875)  0.206
C (-0.9947, 1.1245, -2.9913)  -0.545
O (-1.8370, 1.3480, -4.0123)  0.084
C (-2.7362, 2.3952, -3.6407)  -0.033
C (-2.7484, 2.3095, -2.1126)  -0.301
F (-3.7535, 1.5082, -1.6615)  0.062
O (-1.5020, 1.7286, -1.8672)  0.091
H (-2.3112, 3.3411, -3.9843)  0.140
H (-3.7103, 2.2779, -4.1050)  0.139
H (-2.7576, 3.2604, -1.5850)  0.164
C (6.7263, 1.5609, -1.3616)  -0.075
C (6.0726, 0.3623, -0.6938)  -0.220
O (4.7332, 0.0627, -1.1870)  -0.281
S (4.5279, -0.3503, -2.6896)  0.547
C (4.2451, 1.2156, -3.4878)  -0.103
O (5.7043, -0.9060, -3.2599)  -0.247
O (3.2644, -1.0211, -2.7353)  -0.272
H (6.0232, 2.3813, -1.4836)  0.079
H (7.1478, 1.2792, -2.3280)  0.077
H (7.5735, 1.8650, -0.7460)  0.085
H (6.6696, -0.5385, -0.7990)  0.114
H (5.8644, 0.6121, 0.3440)  0.127
H (3.4852, 1.7606, -2.9377)  0.063
H (3.9814, 0.9655, -4.5123)  0.079
H (5.1938, 1.7441, -3.5192)  0.053
C (-3.1255, -1.8888, -1.8902)  -0.058
C (-3.0131, -2.5947, -3.2262)  -0.243
O (-2.8260, -1.5873, -4.2404)  -0.266
S (-3.5875, -1.7363, -5.6299)  0.563
C (-5.1554, -1.0108, -5.1734)  -0.103
O (-2.8919, -0.9185, -6.5563)  -0.251
O (-3.8343, -3.1193, -5.8838)  -0.276
H (-2.2633, -1.2406, -1.7256)  0.069
H (-3.2740, -2.5992, -1.0808)  0.075
H (-3.9700, -1.1901, -1.9199)  0.077
H (-2.1585, -3.2742, -3.2173)  0.125
H (-3.8833, -3.2051, -3.4670)  0.112
H (-4.9203, -0.1016, -4.6279)  0.056
H (-5.6474, -1.7478, -4.5480)  0.069
H (-5.7001, -0.8043, -6.0896)  0.074
C (2.8450, 5.0069, 3.1124)  -0.063
C (1.6856, 4.1881, 2.5913)  -0.264
O (0.8046, 3.8677, 3.6893)  -0.247
S (-0.5536, 3.0930, 3.3407)  0.575
C (-0.2943, 1.6608, 4.3406)  -0.087
O (-1.6351, 3.8623, 3.8358)  -0.245
O (-0.5724, 2.7360, 1.9501)  -0.294
H (3.6252, 4.9367, 2.3416)  0.081
H (3.3170, 4.6220, 4.0159)  0.083
H (2.6505, 6.0695, 3.2386)  0.080
H (1.1508, 4.8241, 1.8838)  0.105
H (2.0185, 3.2789, 2.0993)  0.105
H (-1.2303, 1.1098, 4.4018)  0.063
H (0.0527, 2.0102, 5.3076)  0.083
H (0.4754, 1.0797, 3.8361)  0.063
C (-3.1135, -0.6894, 1.5377)  -0.042
C (-4.3333, -0.2499, 2.3025)  -0.252
O (-4.0298, 1.0049, 2.9412)  -0.257
S (-5.1860, 2.0564, 3.1803)  0.547
C (-5.4541, 2.6203, 1.5217)  -0.114
O (-6.3666, 1.4056, 3.6581)  -0.268
O (-4.5998, 3.1083, 3.9247)  -0.254
H (-3.2898, -1.6814, 1.1183)  0.080
H (-2.2262, -0.7509, 2.1650)  0.071
H (-2.9136, 0.0241, 0.7328)  0.075
H (-5.2415, -0.1947, 1.7031)  0.111
H (-4.5439, -0.9705, 3.0995)  0.127
H (-6.1614, 3.4406, 1.5100)  0.076
H (-5.7876, 1.7543, 0.9552)  0.057
H (-4.4795, 2.9383, 1.1566)  0.067

Summary:
HOMO level	-11.00	eV
SMILES	O=C1OC[C@@H](F)O1.O=C1OC[C@@H](F)O1.O=C1OC[C@@H](F)O1.O=C1OC[C@@H](F)O1.O=C1OC[C@@H](F)O1.O=C1OC[C@@H](F)O1.CCOS(C)(=O)=O.CCOS(C)(=O)=O.CCOS(C)(=O)=O.CCOS(C)(=O)=O
frontier orbital gap	0.4030	Ha
lowest unoccupied orbital energy	-0.0011	Eh
spin multiplicity	1



Number 1: DFT total energy -5003.84546 Eh. Number 2: DFT total energy -5622.34303 Eh.